Entry 1:
{
  "formula": "C5H13N2",
  "method": "wB97M-V/def2-TZVPD",
  "species": ["C", "C", "C", "C", "N", "C", "N", "H", "H", "H", "H", "H", "H", "H", "H", "H", "H", "H", "H", "H"],
  "positions_angstrom": [[-2.16987, -1.27378, -1.31690], [-1.22119, -1.59712, -0.19449], [0.16661, -0.75519, -0.61807], [1.04595, -0.33232, 0.60426], [1.75128, 0.91110, 0.09435], [1.55291, 2.10830, 0.54072], [1.00949, 2.34136, 1.79328], [-3.16974, -1.87539, -1.26742], [-2.60536, -0.29818, -1.27469], [-1.97630, -1.58050, -2.36843], [-1.43523, -1.05848, 0.80076], [-1.11826, -2.60023, -0.16377], [-0.05303, -0.02603, -1.48998], [0.73066, -1.35697, -1.19319], [0.27087, -0.28640, 1.33616], [1.59186, -1.19205, 0.94804], [1.89241, 0.93980, -0.86241], [1.98484, 3.11447, 0.19827], [0.52630, 1.64914, 2.29959], [1.22579, 3.16846, 2.13390]],
  "forces_ev_per_a": [[-3.99, -1.92, -0.57], [1.84, 6.25, -0.61], [-2.48, 0.01, 0.44], [-1.89, 0.21, -2.87], [-1.22, -0.29, 2.22], [0.00, 2.29, 4.89], [0.50, -4.25, -5.52], [1.56, 0.58, 0.64], [0.38, 0.99, -0.20], [1.07, 0.53, 0.76], [-0.58, -1.42, -1.41], [0.91, -3.16, 0.78], [-0.18, -0.05, 2.24], [2.13, -2.83, -1.78], [-0.05, 1.69, 1.16], [1.40, 0.24, -0.27], [0.86, -0.73, -2.36], [-0.53, -2.12, -0.69], [-0.35, -0.69, 0.76], [0.61, 4.68, 2.39]],
  "nbo_charge": [-0.65, -0.36, -0.42, -0.27, -0.47, 0.39, -0.71, 0.23, 0.22, 0.24, 0.19, 0.22, 0.22, 0.21, 0.22, 0.25, 0.42, 0.26, 0.42, 0.40],
  "charge": 1,
  "e_homo_ev": -14.0,
  "orbital_gap_ev": 10.1,
  "de_lowest_kj_mol": 348.3,
  "lumo_ev": -3.9,
  "smiles": "CCCCNC=[NH2+]"
}


Entry 2:
{
  "formula": "C5H13N2",
  "method": "wB97M-V/def2-TZVPD",
  "species": ["C", "N", "C", "C", "C", "C", "N", "H", "H", "H", "H", "H", "H", "H", "H", "H", "H", "H", "H", "H"],
  "positions_angstrom": [[0.72215, -3.07306, -0.50276], [1.28756, -1.79486, -0.96932], [0.48716, -0.67421, -0.83217], [0.70617, 0.69599, -0.64466], [-0.57015, 1.61973, -0.71866], [-1.28549, 1.54445, 0.72686], [-0.32384, 1.71794, 1.86426], [1.08789, -3.90211, -1.11828], [-0.35372, -3.04671, -0.45088], [1.13708, -3.36581, 0.48449], [1.72604, -1.98903, -1.80309], [-0.59287, -0.92993, -1.00360], [1.76806, 1.07864, -0.63988], [-0.13384, 2.75232, -0.76881], [-1.39124, 1.45078, -1.49047], [-1.62752, 0.51112, 0.79157], [-2.20658, 2.19224, 0.79656], [0.38272, 1.01502, 1.52949], [0.17472, 2.66069, 2.04778], [-0.99428, 1.53682, 2.70156]],
  "forces_ev_per_a": [[1.18, -0.37, 0.79], [-0.90, -0.08, 2.48], [-1.25, 1.81, -0.51], [-0.22, -2.41, -1.16], [1.39, 2.53, 2.01], [-1.06, 0.71, -2.72], [-1.06, 1.00, 0.99], [-0.40, 0.35, -0.34], [-0.48, -0.12, -0.09], [-0.45, 0.57, -0.23], [1.49, 0.59, -2.15], [0.54, 0.23, 0.66], [-1.42, -0.12, 0.06], [-1.32, -2.58, -0.40], [1.52, 0.07, 0.84], [0.03, 0.00, 0.42], [1.29, -0.36, 0.14], [-0.05, 0.04, 1.26], [-1.22, -1.67, -0.85], [2.41, -0.19, -1.20]],
  "nbo_charge": [-0.42, -0.63, 0.08, -0.39, -0.43, -0.24, -0.74, 0.22, 0.19, 0.20, 0.40, 0.15, 0.25, 0.23, 0.26, 0.22, 0.24, 0.48, 0.46, 0.47],
  "charge": 1,
  "e_homo_ev": -12.2,
  "orbital_gap_ev": 8.6,
  "de_lowest_kj_mol": 351.9,
  "lumo_ev": -3.6,
  "smiles": "CN/C=C/CC[NH3+]"
}


Entry 3:
{
  "formula": "C5H13N2",
  "method": "wB97M-V/def2-TZVPD",
  "species": ["C", "C", "C", "C", "C", "N", "N", "H", "H", "H", "H", "H", "H", "H", "H", "H", "H", "H", "H", "H"],
  "positions_angstrom": [[-0.66362, -0.06038, 0.25399], [0.81903, -0.07926, -0.11823], [-1.44140, -1.31735, 0.18611], [-1.43656, 1.12825, 0.72734], [1.56995, 1.14787, 0.34936], [1.41971, -1.28616, -0.00938], [0.20144, 0.21441, -1.51912], [-1.26813, -1.85710, 1.15453], [-1.01561, -1.99282, -0.67474], [-2.47639, -1.35492, 0.05945], [-2.08358, 1.37245, -0.07512], [-0.99147, 2.01191, 1.14756], [-1.94836, 0.85939, 1.68669], [2.66096, 0.86724, 0.37595], [1.26933, 1.39524, 1.36161], [1.30212, 1.91358, -0.30763], [1.05357, -2.15985, -0.39565], [2.46843, -1.24272, 0.04685], [0.13490, -0.64055, -2.22403], [0.42567, 1.08078, -2.02553]],
  "forces_ev_per_a": [[0.20, 0.74, -1.46], [-2.60, 0.97, -0.98], [2.95, -2.51, -0.99], [0.35, -0.59, 1.88], [1.39, -2.37, 1.13], [3.25, -1.60, 0.67], [-0.57, -2.16, -0.86], [0.21, 0.33, -0.66], [-0.74, 1.02, 1.83], [-1.70, 0.96, -0.25], [-1.19, 0.34, -0.36], [1.25, 0.45, -0.80], [-0.43, -0.56, -1.15], [-1.01, 0.85, -0.29], [0.08, 0.10, 0.12], [0.20, 1.54, -0.75], [0.14, 0.86, 0.27], [-1.74, -0.36, -0.23], [0.16, 2.36, 2.24], [-0.21, -0.38, 0.63]],
  "nbo_charge": [0.47, 0.22, -0.72, -0.73, -0.61, -0.84, -0.76, 0.29, 0.23, 0.27, 0.27, 0.26, 0.28, 0.24, 0.24, 0.23, 0.41, 0.41, 0.42, 0.42],
  "charge": 1,
  "e_homo_ev": -14.1,
  "orbital_gap_ev": 9.8,
  "de_lowest_kj_mol": 315.4,
  "lumo_ev": -4.3
}


Entry 4:
{
  "formula": "C5H13N2",
  "method": "wB97M-V/def2-TZVPD",
  "species": ["N", "C", "C", "C", "C", "C", "N", "H", "H", "H", "H", "H", "H", "H", "H", "H", "H", "H", "H", "H"],
  "positions_angstrom": [[2.15674, -0.74387, 0.90894], [1.55556, -0.26242, -0.31990], [0.10786, -0.75124, -0.45506], [-0.76378, 0.08299, -1.40522], [-1.62604, 1.01902, -0.51622], [-1.04797, 0.83947, 0.89533], [-0.52767, -0.55676, 0.88678], [2.70207, -1.58825, 0.90688], [2.57638, -0.02211, 1.47821], [2.09948, -0.57003, -1.21373], [1.53289, 0.81535, -0.27011], [0.06651, -1.82366, -0.65072], [-1.34014, -0.58061, -2.03876], [-0.14407, 0.63710, -2.10481], [-2.67595, 0.77640, -0.61804], [-1.50804, 2.05443, -0.82780], [-0.28668, 1.59909, 1.05028], [-1.76011, 0.98386, 1.69549], [0.21710, -0.74851, 1.58191], [-1.33414, -1.16025, 1.01654]],
  "forces_ev_per_a": [[-0.63, 0.32, 0.67], [0.18, -0.56, 0.13], [-0.17, -0.17, -0.08], [0.22, -0.19, -0.13], [0.56, -0.07, -0.33], [-0.70, 0.80, -0.40], [-0.01, 0.57, 0.21], [0.13, 0.00, -0.30], [0.23, -0.21, -0.22], [-0.01, 0.15, -0.06], [0.14, 0.41, -0.21], [0.14, 0.08, -0.13], [-0.40, -0.01, 0.07], [0.21, 0.15, 0.10], [-0.19, -0.14, 0.29], [-0.09, 0.01, 0.03], [0.53, -0.49, 0.11], [-0.24, -0.23, 0.16], [-0.03, -0.08, 0.01], [0.15, -0.34, 0.10]],
  "nbo_charge": [-0.89, -0.24, -0.05, -0.43, -0.43, -0.24, -0.52, 0.40, 0.40, 0.23, 0.20, 0.23, 0.24, 0.24, 0.24, 0.25, 0.23, 0.24, 0.47, 0.43],
  "charge": 1,
  "e_homo_ev": -14.0,
  "orbital_gap_ev": 11.0,
  "de_lowest_kj_mol": 74.1,
  "lumo_ev": -3.0,
  "smiles": "NC[C@@H]1CCC[NH2+]1"
}